Below is C18H16NNaO2 as an isolated structure in a non-equilibrium geometry, with properties calculated with ωB97M-V/def2-TZVPD.

Summary:
E_HOMO (spin up / spin down): -1.2 / -1.3 eV
Multiplicity: 2
M: 301.32 g mol⁻¹
Orbital gap (spin up / spin down): 0.0956 / 0.0966 hartree
Total charge: -1
DFT total energy: -1062.86852 hartree
⟨S²⟩: 0.754

Structure (XYZ):
```
38
Properties=species:S:1:pos:R:3:lowdin_spin:R:1
C 2.992 -3.397 2.460 0.000
C 2.464 -2.034 2.137 -0.001
C 1.318 -1.556 2.790 0.000
C 0.880 -0.262 2.588 0.000
C 1.606 0.623 1.735 0.000
C 1.348 2.017 1.806 0.002
C 1.858 3.031 0.956 0.022
N 1.096 4.330 1.067 0.429
O 1.178 5.190 0.187 0.322
O 0.251 4.384 2.032 0.165
C 2.676 0.077 0.957 0.000
C 3.106 -1.221 1.195 0.000
H 3.654 -3.758 1.667 0.000
H 3.568 -3.391 3.397 0.000
H 2.173 -4.113 2.592 0.000
H 0.783 -2.219 3.472 0.000
H -0.002 0.125 3.105 0.000
H 0.522 2.311 2.463 -0.001
H 2.006 2.804 -0.112 0.005
H 3.176 0.700 0.211 0.000
H 3.966 -1.619 0.652 0.000
C 4.438 4.996 2.106 0.003
Na -0.055 4.320 4.196 0.021
C 4.074 4.067 1.181 0.003
C 3.103 3.044 1.800 0.014
C 2.929 3.603 3.211 0.004
C 3.691 4.781 3.347 0.003
C 3.591 5.503 4.541 0.001
C 2.832 4.986 5.590 0.001
C 2.257 3.709 5.509 0.006
C 2.355 2.981 4.313 0.000
H 5.131 5.828 1.984 0.000
H 4.390 3.962 0.140 0.000
H 3.624 2.078 1.849 0.000
H 4.113 6.459 4.622 0.000
H 2.725 5.555 6.517 0.000
H 1.789 3.245 6.383 0.000
H 2.043 1.934 4.254 0.000
```